{
  "formula": "C19H23F5NPPbS",
  "method": "ωB97M-V with the def2-TZVPD basis set",
  "spin_multiplicity": 1,
  "total_charge": 2,
  "largest_force_ev_per_a": 2.1,
  "e_tot_ha": -2223.53216,
  "orbital_gap_ev": 5.20,
  "symbols": ["C", "C", "C", "C", "C", "C", "C", "C", "N", "Pb", "C", "P", "H", "H", "H", "H", "H", "H", "H", "H", "C", "C", "H", "C", "C", "H", "H", "H", "H", "H", "H", "H", "H", "H", "H", "H", "H", "H", "H", "F", "C", "C", "F", "C", "F", "C", "S", "C", "F", "C", "F"],
  "coordinates": [[4.60485, -0.18583, -1.76726], [3.62060, 0.30671, -2.61959], [2.29502, 0.46832, -2.15783], [2.00318, 0.19854, -0.82781], [2.94684, -0.42567, -0.01192], [4.26895, -0.55112, -0.46392], [1.25043, 0.95587, -3.12625], [0.09822, -0.03922, -3.47668], [-0.26644, -1.00925, -2.46797], [0.23271, 1.28367, 0.33864], [2.61328, -0.87815, 1.40223], [1.15155, -1.93519, 1.57592], [3.85419, 0.57212, -3.65392], [5.01493, -0.97691, 0.21150], [5.62922, -0.29499, -2.12193], [2.45921, -0.01567, 2.07560], [3.45586, -1.46270, 1.80697], [0.79435, 1.88949, -2.75989], [1.73729, 1.20672, -4.07930], [-0.78613, 0.57716, -3.70477], [0.80181, -2.12954, 3.31718], [1.53556, -3.52836, 0.85716], [0.39513, -0.57168, -4.40552], [0.50103, -2.23679, -2.47559], [-1.69542, -1.23726, -2.34403], [0.11267, 0.62397, 2.06254], [0.30791, -2.83748, -3.37872], [1.57005, -2.01587, -2.43057], [0.23800, -2.84294, -1.60245], [-2.12573, -1.73038, -3.23539], [-1.90867, -1.87858, -1.47961], [-2.22603, -0.28473, -2.19294], [2.21775, -4.09069, 1.50692], [0.61979, -4.11700, 0.72906], [2.01269, -3.39608, -0.11937], [1.59213, -2.73653, 3.78482], [0.76091, -1.13835, 3.78859], [-0.17089, -2.62885, 3.45042], [0.05272, -1.27589, 0.93521], [-5.26511, 2.56701, 3.64965], [-4.44350, 2.64166, 2.58221], [-3.17619, 3.21245, 2.72725], [-2.79831, 3.72200, 3.91768], [-2.31169, 3.22211, 1.63729], [-1.01653, 3.66732, 1.83732], [-2.68165, 2.72614, 0.37065], [-1.60190, 2.71286, -0.99150], [-3.98234, 2.19347, 0.25637], [-4.38073, 1.68301, -0.93356], [-4.84569, 2.12912, 1.34483], [-6.06936, 1.57064, 1.20716]]
}